[1]
# C23H24N4NiO2

C23H24N4NiO2 as an isolated structure (ωB97M-V/def2-TZVPD, OMol25).

CARTESIAN COORDINATES (ANGSTROEM)
Ni  1.060  0.354  -0.415
O  3.506  2.660  1.740
C  2.608  2.733  0.961
O  2.808  2.346  -0.348
C  0.115  2.840  0.323
C  -0.855  3.996  -0.004
C  -2.119  3.465  -0.552
C  -2.461  2.120  -0.398
C  -3.730  1.647  -0.830
C  -4.122  0.345  -0.661
C  -3.246  -0.553  -0.033
C  -2.002  -0.138  0.392
C  -1.552  1.183  0.216
N  -0.283  1.516  0.620
H  -1.016  4.713  0.808
H  -2.831  4.148  -0.999
H  -4.397  2.363  -1.298
H  -5.098  0.017  -0.995
H  -3.547  -1.581  0.128
H  -1.334  -0.837  0.880
C  1.203  5.323  -0.227
C  1.603  4.814  0.929
C  1.253  3.367  1.218
C  1.690  2.015  -1.073
C  0.634  3.000  -1.211
C  0.247  4.501  -1.029
H  1.481  6.319  -0.547
H  2.270  5.323  1.612
H  0.993  3.199  2.263
H  -0.138  2.557  -1.838
H  -0.101  4.977  -1.942
C  -0.675  -4.694  -1.438
C  -0.092  -3.597  -2.309
N  0.182  -2.458  -1.462
C  0.712  -2.557  -0.213
N  1.123  -1.460  0.364
C  1.578  -1.532  1.748
C  2.277  -2.850  2.022
C  1.325  -3.980  1.685
N  0.732  -3.785  0.367
C  0.300  -4.995  -0.316
H  -0.857  -5.598  -2.018
H  -1.626  -4.353  -1.024
H  -0.801  -3.288  -3.075
H  0.814  -3.956  -2.815
H  0.252  -1.535  -1.865
H  0.727  -1.400  2.428
H  2.250  -0.693  1.927
H  2.584  -2.925  3.065
H  3.173  -2.919  1.402
H  0.529  -4.043  2.435
H  1.845  -4.941  1.679
H  -0.167  -5.646  0.428
H  1.175  -5.529  -0.709

As for the charge: 0. The spin multiplicity is 3. As for the maximum force: 0.664 eV/A. The value obtained for the energy above the lowest of the compared OMol25 structures with the same formula, charge and spin is 122.99 kcal/mol.

[2]
# C23H24N4O3S

One molecule with the formula C23H24N4O3S (ωB97M-V/def2-TZVPD, OMol25).

CARTESIAN COORDINATES (ANGSTROEM)
C  -3.490  2.035  2.746
H  -4.013  2.888  2.303
O  -2.151  2.345  3.043
C  -1.319  2.691  2.019
C  -1.685  2.756  0.680
C  -0.737  3.067  -0.281
C  0.579  3.325  0.066
C  0.933  3.289  1.412
C  -0.001  2.981  2.377
H  0.265  2.956  3.423
H  1.952  3.492  1.704
C  1.644  3.507  -0.984
N  2.392  2.264  -1.092
C  2.140  1.355  -2.049
O  1.510  1.571  -3.064
C  2.728  -0.030  -1.720
N  1.819  -0.729  -0.820
C  1.817  -0.408  0.486
O  2.552  0.450  0.964
C  0.849  -1.126  1.347
N  0.440  -2.395  1.153
N  -0.394  -2.816  1.984
S  -0.802  -1.686  3.140
C  0.257  -0.551  2.453
H  0.391  0.440  2.833
C  0.999  -1.754  -1.379
C  1.610  -2.949  -1.726
C  0.855  -3.973  -2.262
C  -0.503  -3.795  -2.438
C  -1.123  -2.596  -2.107
C  -0.367  -1.547  -1.587
C  -0.984  -0.219  -1.244
C  -2.361  -0.042  -1.871
C  -3.205  -1.279  -1.597
C  -2.602  -2.461  -2.345
H  -3.099  -3.389  -2.054
H  -2.767  -2.327  -3.420
H  -4.237  -1.123  -1.918
H  -3.212  -1.487  -0.524
H  -2.836  0.851  -1.463
H  -2.255  0.096  -2.949
H  -0.322  0.582  -1.576
H  -1.071  -0.131  -0.154
H  -1.102  -4.598  -2.843
H  1.322  -4.908  -2.529
H  2.670  -3.071  -1.558
H  3.702  0.080  -1.236
H  2.818  -0.610  -2.638
H  2.777  1.912  -0.218
H  2.336  4.308  -0.710
H  1.208  3.715  -1.963
H  -1.030  3.100  -1.320
H  -2.701  2.562  0.373
H  -3.953  1.786  3.700
H  -3.564  1.174  2.073

As for the charge: 0. Its SMILES is COc1ccc(CNC(=O)CN(C(=O)c2csnn2)c2cccc3c2CCCC3)cc1. As for the maximum force: 1.694 eV/A. The value obtained for the energy above the lowest of the compared OMol25 structures with the same formula, charge and spin is 39.80 kcal/mol.